Entry 1:
Density functional theory data (ωB97M-V with the def2-TZVPD basis set) for a 4-piece molecular cluster, C24H53N2O11 overall in a non-equilibrium geometry.

Geometry (Å):
1 H 1.441 0.268 3.961
2 H -2.162 -0.164 0.845
3 H -5.858 -4.646 -7.322
4 C 1.031 2.112 1.271
5 H 5.114 2.692 4.514
6 H 2.776 0.910 2.979
7 C -0.170 1.645 0.460
8 O -5.892 0.212 -4.740
9 H -5.224 -1.446 -6.625
10 H -4.132 -4.974 -5.052
11 H 1.068 3.206 1.247
12 O 3.664 4.788 6.706
13 H -1.356 -2.202 -5.225
14 C 5.040 1.966 7.608
15 C -1.299 -2.075 -2.408
16 H -1.236 -3.116 -2.894
17 C -2.845 -1.710 -2.357
18 C -3.030 -0.884 -4.659
19 H -0.825 -2.217 -1.378
20 C 5.573 0.282 0.994
21 C 6.702 -0.140 3.027
22 H -6.728 -1.718 -4.232
23 H 5.462 -0.762 0.685
24 H -4.113 -4.154 -3.087
25 H 6.504 0.690 0.594
26 O -6.020 -4.638 -4.033
27 H -2.934 -3.182 -4.904
28 C 1.721 0.615 2.964
29 H -4.139 2.242 -2.637
30 O -3.458 -2.028 -1.287
31 H -0.994 -1.446 1.216
32 H -6.939 -1.245 -7.249
33 H 6.378 -0.711 3.904
34 H 3.758 2.344 5.597
35 C -6.747 -0.907 -5.041
36 H 4.191 2.540 7.988
37 O 8.171 1.691 2.381
38 H 5.794 1.899 8.394
39 H -6.461 -0.249 -2.697
40 C 7.617 0.986 3.489
41 H 4.716 0.954 7.347
42 H 4.738 0.856 0.588
43 C -5.758 0.417 -3.320
44 H 3.967 5.499 8.596
45 O -0.199 0.226 0.351
46 O -6.633 -3.061 -6.194
47 H -7.824 -0.527 -5.174
48 C -4.285 0.135 -2.698
49 H 1.965 1.735 0.842
50 O 0.911 1.736 2.641
51 N -3.619 -1.008 -3.375
52 H -6.373 -4.067 -1.056
53 H 7.088 1.668 4.163
54 H 3.695 4.664 4.677
55 H -0.693 -1.394 -3.083
56 H 6.440 2.828 2.121
57 H 1.577 -0.206 2.257
58 C -5.629 -4.741 -1.582
59 O 5.633 2.590 6.479
60 H -1.058 -0.003 2.244
61 H -1.104 2.025 0.886
62 C 4.671 2.938 5.484
63 C -1.153 -0.367 1.217
64 C 7.527 2.936 2.157
65 H -2.793 1.438 -2.243
66 H 4.757 6.435 7.310
67 H -0.080 2.040 -0.558
68 H -6.102 1.489 -3.093
69 C 4.359 4.428 5.514
70 H 5.272 5.022 5.398
71 H -5.552 -6.017 -5.520
72 H 7.230 -0.825 2.356
73 H 7.803 3.645 2.945
74 C -5.235 -4.030 -2.985
75 H -4.578 -3.473 -6.773
76 H 8.457 0.552 4.042
77 H 5.427 4.856 7.822
78 H -2.656 -2.166 -6.490
79 O -2.909 0.095 -5.430
80 H -4.675 -4.892 -0.969
81 N -3.551 1.460 -2.953
82 C -2.494 -2.248 -5.365
83 C -5.256 -4.954 -5.201
84 C 4.509 5.425 7.652
85 H -5.440 -2.908 -2.951
86 C -6.308 -1.674 -6.395
87 C -5.551 -3.955 -6.455
88 H 7.870 3.329 1.199
89 O 5.525 0.373 2.411
90 H -6.073 -5.751 -1.835

## Properties
LUMO level: 1.94 eV
Net charge: -1
DFT total energy: -51240.966 eV
2S+1: 1
Relative energy (zero: lowest compared OMol25 entry of this formula, charge and spin): 0.0 kcal/mol

Results of the Mulliken charge analysis, in e, for atoms 1 through 6: atom 1 (H): 0.29, atom 2 (H): 0.38, atom 3 (H): 0.31, atom 4 (C): -0.25, atom 5 (H): -0.03, atom 6 (H): 0.02


Entry 2:
Density functional theory data (ωB97M-V with the def2-TZVPD basis set) for C53H46KN5O8 as an isolated structure in a non-equilibrium geometry.

Geometry (Å):
1 C 0.836 1.607 5.434
2 C -3.356 0.445 -1.609
3 C 2.819 2.713 3.780
4 C 2.039 4.643 -1.109
5 C -5.273 -1.014 -1.596
6 H -0.479 -5.229 2.524
7 H -3.918 3.793 1.983
8 H -3.135 2.017 6.213
9 C -2.527 2.198 1.626
10 C -2.552 0.761 -5.460
11 C -1.486 2.534 -4.258
12 H -2.997 -2.030 -3.880
13 H -3.735 3.558 4.464
14 H 4.210 -0.267 0.945
15 C 1.231 3.767 -0.382
16 C -4.336 -2.720 1.887
17 H -1.419 -1.794 3.343
18 C 0.154 -3.472 -1.223
19 O 4.154 0.657 0.659
20 H -2.541 2.308 0.546
21 C -3.289 3.032 2.428
22 H 0.802 -4.584 0.464
23 H -1.180 -3.301 -4.796
24 C -3.429 -1.418 -3.099
25 H -1.012 -5.510 -3.658
26 H -0.938 2.839 -3.371
27 C -3.813 -3.334 0.765
28 C -1.382 0.256 -3.155
29 N -1.725 1.261 2.124
30 C 2.077 0.987 5.299
31 H 1.156 1.444 2.031
32 H 1.365 4.235 3.398
33 H -2.844 -0.282 -5.544
34 H 0.281 0.263 6.874
35 C 2.087 -3.212 4.568
36 C -0.406 -2.226 -3.106
37 H 0.529 -0.423 -3.747
38 C 3.214 0.684 -0.309
39 H -6.242 -1.294 -1.199
40 C 0.011 -2.723 1.372
41 H 3.991 1.006 4.355
42 C 0.257 -4.665 3.091
43 O -0.702 5.104 -0.500
44 C -0.711 -4.603 -3.147
45 H -3.499 1.297 -7.315
46 H -3.848 -1.666 3.705
47 C 2.788 2.106 -0.605
48 O -1.831 0.806 7.696
49 C -2.584 2.996 -6.362
50 N -0.116 0.935 6.242
51 K -0.047 -0.073 -0.423
52 O -0.714 0.928 -2.212
53 H -2.810 1.309 -1.248
54 H 1.136 -0.107 1.995
55 C -2.742 -0.307 -2.612
56 O 0.294 -1.406 1.278
57 H -5.409 -2.646 2.024
58 C -2.319 1.953 4.327
59 C 0.704 -3.532 0.192
60 C -1.410 1.202 6.611
61 C 3.277 4.223 -1.551
62 O -0.221 4.008 1.434
63 H 1.662 5.640 -1.297
64 C -0.037 4.348 0.243
65 C -1.825 1.189 -4.348
66 H -1.596 4.480 -5.158
67 C -4.599 0.099 -1.100
68 C 1.599 3.342 3.963
69 H 1.705 -3.088 0.181
70 H -4.476 -3.743 0.010
71 C 3.678 2.924 -1.278
72 C -2.429 -3.407 0.570
73 C -0.225 -4.657 -1.852
74 H 2.166 -4.910 5.886
75 H 1.771 -1.658 3.099
76 C -3.461 -2.172 2.826
77 C 0.813 -5.217 4.238
78 H -0.329 3.329 4.873
79 N -2.262 1.842 5.746
80 C -2.929 1.650 -6.460
81 C 0.614 2.810 4.787
82 C -4.683 -1.766 -2.601
83 C -1.863 3.432 -5.254
84 O 2.858 -0.298 -0.911
85 N 1.589 2.492 -0.161
86 H 4.827 3.311 3.238
87 C 3.831 3.241 2.792
88 H 3.933 4.898 -2.090
89 H 3.543 4.229 2.429
90 H -0.714 -1.043 -4.852
91 C -3.173 2.911 3.797
92 C -0.461 -0.879 -3.801
93 C 1.736 -4.488 4.986
94 H -2.886 3.695 -7.134
95 H -5.188 -2.644 -2.990
96 H 3.900 2.578 1.924
97 N 0.072 -2.289 -1.852
98 C 3.051 1.535 4.488
99 C -1.617 1.144 3.448
100 H -0.932 0.380 3.812
101 C -1.543 -2.863 1.493
102 H 0.519 -6.211 4.559
103 C 0.607 -3.383 2.662
104 H -0.141 -5.598 -1.323
105 H 4.645 2.544 -1.585
106 C -2.096 -2.246 2.626
107 C -0.811 -3.376 -3.781
108 H -5.039 0.691 -0.303
109 O 1.671 0.669 2.306
110 H -2.072 -3.883 -0.333
111 H 2.251 0.032 5.788
112 C 1.524 -2.664 3.417
113 H 2.795 -2.629 5.150

## Properties
LUMO level: 3.84 eV
Net charge: -2
DFT total energy: -95867.347 eV
2S+1: 1
Relative energy (zero: lowest compared OMol25 entry of this formula, charge and spin): 50.8 kcal/mol

Results of the Mulliken charge analysis, in e, for atoms 1 through 6: atom 1 (C): 0.59, atom 2 (C): -0.39, atom 3 (C): 0.84, atom 4 (C): -0.67, atom 5 (C): -0.58, atom 6 (H): 0.38


Entry 3:
Density functional theory data (ωB97M-V with the def2-TZVPD basis set) for one molecule with the formula C3H7N3O.

Geometry (Å):
1 H -2.606 -0.554 0.087
2 N 3.193 -0.535 -0.485
3 H -2.552 -0.222 1.837
4 N -0.998 0.586 0.701
5 H -0.513 0.911 1.523
6 C -2.387 0.203 0.842
7 H 1.475 0.739 0.645
8 N 1.107 0.374 -0.224
9 O -0.736 -0.379 -1.356
10 H -3.063 1.051 0.701
11 H 1.596 -0.817 -1.852
12 C 2.016 -0.391 -0.938
13 C -0.264 0.160 -0.370
14 H 3.732 -1.127 -1.111

## Properties
LUMO level: 0.79 eV
Net charge: 0
DFT total energy: -9742.860 eV
SMILES: [H]/N=C/NC(=O)NC
2S+1: 1
Relative energy (zero: lowest compared OMol25 entry of this formula, charge and spin): 4.0 kcal/mol

Results of the Mulliken charge analysis, in e, for atoms 1 through 6: atom 1 (H): 0.32, atom 2 (N): -0.65, atom 3 (H): 0.31, atom 4 (N): -0.21, atom 5 (H): 0.22, atom 6 (C): -0.84


Entry 4:
Density functional theory data (ωB97M-V with the def2-TZVPD basis set) for one molecule with the formula C23H18N2O4.

Geometry (Å):
1 N -0.744 0.367 2.358
2 H 1.680 3.231 0.069
3 H 3.705 -0.571 2.243
4 O 3.524 -3.073 -0.818
5 O 4.905 -2.032 0.589
6 C 2.568 -1.628 0.780
7 C -4.186 -0.810 -1.684
8 C 0.348 -0.343 1.847
9 H -2.146 0.763 -1.773
10 C -1.608 1.022 0.194
11 H -0.790 -1.456 0.409
12 H -5.681 -2.115 -2.472
13 C 2.715 -0.752 1.854
14 C 0.194 -1.257 0.805
15 H -6.562 -0.295 1.288
16 C 4.631 1.835 -0.782
17 C 1.898 1.396 -1.045
18 C 0.458 1.035 -1.176
19 H 0.154 2.000 0.583
20 H 1.180 -2.587 -0.541
21 C 1.297 -1.891 0.273
22 H 4.082 3.588 0.317
23 C -3.791 0.024 -0.631
24 H 2.435 -0.316 -2.190
25 C 3.726 2.722 -0.221
26 C 2.365 2.507 -0.349
27 H 1.727 0.566 3.216
28 C -4.672 0.205 0.436
29 C 2.815 0.527 -1.634
30 H 4.877 0.060 -1.949
31 C -5.399 -1.467 -1.654
32 C 1.614 -0.120 2.389
33 H -3.518 -0.951 -2.522
34 C 3.781 -2.243 0.205
35 H 5.691 2.002 -0.667
36 C -1.783 0.950 1.677
37 H 4.354 -3.444 -1.155
38 N -0.326 1.498 -0.150
39 C -6.258 -1.290 -0.581
40 O -2.698 1.452 2.295
41 H -7.211 -1.798 -0.558
42 H -4.412 0.872 1.241
43 H -0.767 0.514 3.360
44 C 4.173 0.742 -1.498
45 O 0.039 0.345 -2.080
46 C -2.491 0.663 -0.753
47 C -5.890 -0.449 0.456

## Properties
LUMO level: -0.03 eV
Net charge: 0
DFT total energy: -35314.769 eV
SMILES: O=C(Nc1ccc(C(=O)O)cc1)/C(=C\c1ccccc1)NC(=O)c1ccccc1
2S+1: 1
Relative energy (zero: lowest compared OMol25 entry of this formula, charge and spin): 0.0 kcal/mol

Results of the Mulliken charge analysis, in e, for atoms 1 through 6: atom 1 (N): -0.07, atom 2 (H): 0.52, atom 3 (H): 0.46, atom 4 (O): -0.47, atom 5 (O): -0.60, atom 6 (C): 0.39